Entry 1:
This record from OMol25 describes C3H5InLiO3 as an isolated structure at a distorted geometry. The level of theory is the ωB97M-V functional and the def2-TZVPD basis.

Calculated values
* molecular weight: 210.83 g/mol
* spin multiplicity: 2
* Kohn-Sham gap (spin up / spin down): 9.16 / 6.86 eV
* net charge: +2
* F_max: 8.67 eV/Å

Geometry (Å):
1 O 0.386 -1.297 0.330
2 C 1.071 -0.505 -0.494
3 C -0.932 -1.720 -0.062
4 O 1.545 0.590 -0.854
5 O -0.996 0.486 -0.174
6 C -1.777 -0.522 0.384
7 H -1.178 -2.628 0.496
8 H -0.996 -1.812 -1.156
9 H -1.817 -0.464 1.484
10 H -2.757 -0.521 -0.117
11 H 1.800 -1.254 -0.886
12 In 0.264 1.830 0.304
13 Li -1.977 1.679 -1.176

These are the Löwdin partial charges, in e, on atoms 1 to 6: atom 1 (O): 0.02, atom 2 (C): -0.27, atom 3 (C): -0.05, atom 4 (O): 0.03, atom 5 (O): -0.52, atom 6 (C): -0.20


Entry 2:
This record from OMol25 describes a 2-piece molecular cluster, C18H18N4O3S2 overall at a distorted geometry. The level of theory is the ωB97M-V functional and the def2-TZVPD basis.

Calculated values
* molecular weight: 402.50 g/mol
* Kohn-Sham gap: 7.04 eV
* F_max: 13.93 eV/Å

Geometry (Å):
1 C -0.767 -3.933 1.337
2 C 0.157 -3.957 -0.032
3 H -0.318 -4.467 -0.824
4 H 1.068 -4.354 0.141
5 O 0.128 -2.815 -0.742
6 C 1.132 -1.980 -0.191
7 O 1.971 -2.437 0.645
8 C 1.134 -0.531 -0.934
9 C 0.052 0.063 -1.593
10 N -1.083 -0.575 -1.764
11 C -2.230 0.404 -2.200
12 O -2.137 1.435 -2.723
13 C -3.485 -0.671 -2.201
14 H -4.286 0.259 -2.382
15 H -3.551 -1.456 -2.744
16 S -3.826 -0.907 -0.181
17 C -3.255 0.533 0.361
18 N -3.961 1.772 0.201
19 N -3.095 2.922 0.545
20 C -2.120 2.353 1.231
21 C -1.017 2.901 1.624
22 C -0.065 2.201 2.281
23 C -0.025 0.813 2.032
24 C -1.165 0.175 1.568
25 N -2.106 1.094 0.712
26 H -1.145 -0.915 1.243
27 H 0.804 -0.106 2.315
28 H 0.970 2.696 2.548
29 H -1.038 3.941 1.931
30 H -1.208 -1.524 -1.363
31 S 0.396 1.804 -1.965
32 C 1.908 1.581 -1.289
33 C 2.238 0.428 -0.612
34 C 3.540 0.226 -0.030
35 H 4.214 -0.287 -0.632
36 H 3.594 0.090 1.014
37 C 3.978 1.855 -0.131
38 H 3.749 2.260 1.305
39 H 4.989 2.042 -0.155
40 C 2.936 2.708 -0.888
41 H 3.655 2.667 -1.769
42 H 2.572 3.622 -0.379
43 H -1.021 -4.991 1.656
44 H -0.367 -3.476 2.037
45 H -1.914 -3.462 0.995

These are the natural (NBO) partial charges, in e, on atoms 1 to 6: atom 1 (C): -0.58, atom 2 (C): -0.07, atom 3 (H): 0.18, atom 4 (H): 0.20, atom 5 (O): -0.53, atom 6 (C): 0.78


Entry 3:
This record from OMol25 describes a 3-piece molecular cluster, C4H8FN3 overall at a distorted geometry. The level of theory is the ωB97M-V functional and the def2-TZVPD basis.

Calculated values
* molecular weight: 117.13 g/mol
* Kohn-Sham gap: 9.19 eV
* F_max: 5.90 eV/Å

Geometry (Å):
1 C 0.986 1.774 0.907
2 C 1.011 0.247 0.479
3 C -1.542 -0.387 0.064
4 C -1.713 -0.732 -1.250
5 H 1.666 2.482 0.183
6 H 1.507 1.708 1.982
7 H -0.150 2.278 0.719
8 H -0.578 -0.140 1.795
9 H -2.600 0.248 1.008
10 H -0.630 -1.318 -2.028
11 H 2.002 -1.775 -1.441
12 H 0.668 -1.987 -0.156
13 N -0.299 -0.440 0.891
14 N 1.622 -0.198 -0.508
15 N 1.107 -1.412 -0.909
16 F -3.056 -0.348 -1.736

These are the natural (NBO) partial charges, in e, on atoms 1 to 6: atom 1 (C): -0.70, atom 2 (C): 0.36, atom 3 (C): -0.07, atom 4 (C): 0.08, atom 5 (H): 0.25, atom 6 (H): 0.24